Run i
DFT (ωB97M-V/def2-TZVPD) results for C6H11N in the gas phase.

Structure (XYZ):
```
18
Properties=species:S:1:pos:R:3:mulliken_charge:R:1
C -2.303 -0.318 -0.485 -1.28
C -1.097 0.619 -0.349 0.17
C 0.240 0.085 -0.774 -0.92
C 0.999 -0.420 0.491 0.69
C 2.516 -0.322 0.316 -1.48
C 0.455 0.334 1.706 -0.65
N -0.659 0.845 1.293 -0.06
H -3.196 0.092 0.003 0.35
H -2.589 -0.517 -1.532 0.33
H -2.079 -1.283 -0.022 0.30
H -1.341 1.596 -0.826 0.32
H -1.382 1.498 1.429 0.22
H 0.153 -0.737 -1.484 0.36
H 0.828 0.886 -1.235 0.34
H 0.746 -1.476 0.679 0.21
H 2.842 -0.925 -0.541 0.34
H 2.817 0.715 0.126 0.38
H 3.048 -0.673 1.205 0.38
```

## Properties
**Highest occupied orbital energy**: -7.98 eV
**Gap between HOMO and LUMO**: 8.941 eV
**Net charge**: 0

Run ii
DFT (ωB97M-V/def2-TZVPD) results for C6H11N in the gas phase.

Structure (XYZ):
```
18
Properties=species:S:1:pos:R:3:mulliken_charge:R:1
C 2.469 -0.181 -0.714 -1.25
C 1.455 0.967 -0.637 -0.37
C 0.741 0.767 0.684 -0.71
C -0.560 0.087 0.521 0.77
C -1.288 -0.180 1.646 -1.11
C -2.181 -1.156 -0.762 -0.26
N -1.225 -0.260 -0.754 -0.36
H 3.241 0.007 0.084 0.30
H 2.329 -1.234 -0.861 0.35
H 3.069 0.010 -1.609 0.36
H 1.980 1.950 -0.715 0.30
H 0.697 1.043 -1.564 0.31
H 1.347 0.199 1.460 0.33
H 0.571 1.681 1.243 0.40
H -2.256 -0.632 1.785 0.25
H -0.906 0.151 2.633 0.23
H -2.742 -1.361 -1.662 0.27
H -2.568 -1.812 0.060 0.20
```

## Properties
**SMILES**: C=NC(=C)CCC
**Highest occupied orbital energy**: -8.77 eV
**Gap between HOMO and LUMO**: 9.280 eV
**Net charge**: 0

Run iii
DFT (ωB97M-V/def2-TZVPD) results for C6H11N in the gas phase.

Structure (XYZ):
```
18
Properties=species:S:1:pos:R:3:mulliken_charge:R:1
C -1.399 0.771 0.228 -0.49
C -1.579 -0.694 -0.337 -0.72
C -0.264 -1.468 0.286 -0.57
C 0.816 -0.670 -0.309 -0.09
C 0.924 0.651 0.414 -0.20
C -0.058 1.555 -0.154 -0.69
H -1.514 0.861 1.398 0.26
H -2.331 1.432 -0.080 0.31
H -1.522 -0.659 -1.467 0.31
H -2.589 -1.130 0.087 0.31
H -0.280 -2.578 0.115 0.29
H -0.375 -1.442 1.386 0.31
H 0.327 -0.428 -1.347 0.29
H 2.562 -0.587 0.543 0.31
H 0.847 0.242 1.475 0.34
H 0.059 2.618 0.095 0.38
H 0.038 1.575 -1.315 0.30
N 2.020 -0.110 -0.237 -0.65
```

## Properties
**SMILES**: C1CC[C@@H]2N[C@H]2C1
**Highest occupied orbital energy**: -8.63 eV
**Gap between HOMO and LUMO**: 9.755 eV
**Net charge**: 0

Run iv
DFT (ωB97M-V/def2-TZVPD) results for 2 unconnected molecules or ions with the total composition C6H11N.

Structure (XYZ):
```
18
Properties=species:S:1:pos:R:3:mulliken_charge:R:1
C -0.344 1.884 -1.083 -1.20
C 0.181 1.207 0.187 -0.57
C 0.065 -0.331 0.150 1.10
C 0.174 -1.560 2.317 -0.80
C 0.944 -0.976 -0.927 -1.47
C -1.333 -0.744 0.002 0.05
N -2.441 -1.050 -0.135 -0.50
H 0.245 1.613 -1.966 0.30
H -0.293 2.973 -0.980 0.38
H -1.389 1.614 -1.273 0.34
H -0.366 1.586 1.057 0.32
H 1.237 1.460 0.336 0.41
H -0.783 -1.113 2.658 0.20
H -0.165 -2.486 1.805 0.20
H 0.515 -0.695 1.182 0.09
H 0.935 -2.066 -0.852 0.37
H 0.586 -0.701 -1.925 0.40
H 1.978 -0.628 -0.824 0.37
```

## Properties
**Highest occupied orbital energy**: -9.12 eV
**Gap between HOMO and LUMO**: 8.509 eV
**Net charge**: 0

On energetic grounds, run i is preferred over the next structure by 0.186 eV.

Run i
DFT (ωB97M-V/def2-TZVPD) results for C6H11N in the gas phase.

Structure (XYZ):
```
18
Properties=species:S:1:pos:R:3:mulliken_charge:R:1
C -2.327 -0.289 -0.549 -1.21
C -1.198 0.727 -0.370 -0.25
C 0.198 0.137 -0.734 -0.92
C 1.034 -0.417 0.479 0.67
C 2.543 -0.307 0.275 -1.47
C 0.498 0.310 1.635 0.13
N -0.423 0.929 1.985 -0.59
H -3.221 0.084 -0.044 0.36
H -2.591 -0.477 -1.598 0.32
H -2.077 -1.261 -0.100 0.28
H -1.358 1.625 -0.964 0.32
H -1.318 1.218 0.761 0.31
H 0.120 -0.706 -1.447 0.36
H 0.820 0.887 -1.243 0.36
H 0.775 -1.467 0.659 0.22
H 2.855 -0.927 -0.571 0.34
H 2.832 0.728 0.063 0.37
H 3.084 -0.640 1.165 0.39
```

## Properties
**SMILES**: CCC[C@@H](C)C#N
**Highest occupied orbital energy**: -9.74 eV
**Gap between HOMO and LUMO**: 10.676 eV
**Net charge**: 0

Run ii
DFT (ωB97M-V/def2-TZVPD) results for C6H11N in the gas phase.

Structure (XYZ):
```
18
Properties=species:S:1:pos:R:3:mulliken_charge:R:1
C -1.822 -1.317 -0.226 -0.69
N -1.616 0.074 -0.637 -0.32
C -0.278 0.639 -0.299 0.50
C 0.735 0.601 -1.209 -0.36
C 1.764 0.129 -0.288 -0.16
C 2.314 -1.004 0.329 -0.73
C -0.354 1.566 0.919 -1.38
H -2.471 -1.332 0.678 0.22
H -2.273 -1.862 -1.063 0.30
H -0.883 -1.660 0.205 0.23
H -1.965 0.378 -1.528 0.29
H 0.529 0.134 -2.169 0.27
H 2.229 0.882 0.347 0.22
H 2.894 -0.654 1.161 0.23
H 2.474 -2.015 -0.015 0.30
H -1.397 1.613 1.262 0.43
H -0.121 2.619 0.744 0.29
H 0.242 1.206 1.788 0.35
```

## Properties
**SMILES**: C=C/C=C(\C)NC
**Highest occupied orbital energy**: -7.91 eV
**Gap between HOMO and LUMO**: 8.576 eV
**Net charge**: 0

On energetic grounds, run i is preferred over the next structure by 2.857 eV.

Run i
DFT (ωB97M-V/def2-TZVPD) results for C6H11N in the gas phase.

Structure (XYZ):
```
18
Properties=species:S:1:pos:R:3:mulliken_charge:R:1
C 0.308 2.670 1.372 -1.07
N 1.523 -0.103 1.090 -0.42
C 0.375 0.418 0.490 0.29
C -0.284 1.540 0.545 -0.27
C -1.168 -2.361 -1.821 -1.30
C -0.594 -1.750 -0.625 0.26
C -0.192 -0.447 -0.588 -0.67
H 1.148 2.375 2.056 0.24
H -0.435 3.312 1.870 0.31
H 0.932 3.350 0.732 0.24
H 1.947 -0.944 0.744 0.21
H 1.986 0.318 1.870 0.15
H -1.210 1.639 -0.018 0.36
H -1.762 -1.877 -2.436 0.45
H -1.687 -3.240 -1.527 0.36
H -0.311 -2.727 -2.536 0.22
H -0.395 -2.333 0.289 0.34
H -0.179 0.158 -1.506 0.30
```

## Properties
**SMILES**: C/C=C(N)/C=C/C
**Highest occupied orbital energy**: -7.74 eV
**Gap between HOMO and LUMO**: 8.771 eV
**Net charge**: 0

Run ii
DFT (ωB97M-V/def2-TZVPD) results for a molecular structure, C6H11N.

Structure (XYZ):
```
18
Properties=species:S:1:pos:R:3:mulliken_charge:R:1
C 1.304 1.358 -0.280 -0.21
C 1.385 2.533 0.601 -0.60
N 0.100 2.939 1.173 -0.60
C 0.671 0.285 0.280 0.04
C 0.301 -0.936 -0.317 -0.93
C -1.519 -1.689 -0.110 -0.57
C -1.524 -2.857 -0.816 -0.59
H 1.616 1.331 -1.315 0.34
H 2.062 3.329 0.272 0.39
H 1.622 2.237 1.643 0.33
H -0.611 2.923 0.430 0.15
H 0.370 0.441 1.319 0.29
H 0.849 -1.793 0.055 0.37
H 0.376 -0.946 -1.403 0.37
H -2.046 -0.820 -0.480 0.33
H -1.504 -1.723 0.976 0.33
H -1.446 -3.770 -0.243 0.28
H -2.005 -2.842 -1.784 0.28
```

## Properties
**Highest occupied orbital energy**: -6.43 eV
**Gap between HOMO and LUMO**: 4.256 eV
**Net charge**: 0

Run iii
DFT (ωB97M-V/def2-TZVPD) results for C6H11N in the gas phase.

Structure (XYZ):
```
18
Properties=species:S:1:pos:R:3:mulliken_charge:R:1
C 0.599 -1.836 -0.162 -1.51
N -1.297 -0.691 -1.901 -0.75
C -0.597 0.217 -1.126 -0.61
C 0.114 -0.431 0.052 0.81
C 1.496 0.498 0.342 -0.97
C 0.368 0.371 1.274 0.56
C -0.397 1.691 1.480 -1.61
H -0.209 -2.505 -0.468 0.43
H 1.359 -1.813 -0.928 0.31
H 1.058 -2.242 0.732 0.39
H -1.239 -0.344 -2.865 0.21
H -1.330 0.932 -0.697 0.33
H 0.163 0.767 -1.706 0.44
H 1.880 1.512 0.409 0.39
H 0.506 -0.240 2.171 0.43
H -1.463 1.555 1.698 0.33
H 0.065 2.196 2.331 0.39
H -0.164 2.312 0.617 0.45
```

## Properties
**Highest occupied orbital energy**: -6.86 eV
**Gap between HOMO and LUMO**: 4.909 eV
**Net charge**: 0

Run iv
DFT (ωB97M-V/def2-TZVPD) results for C6H11N in the gas phase.

Structure (XYZ):
```
18
Properties=species:S:1:pos:R:3:mulliken_charge:R:1
C -1.182 1.026 -0.317 -0.77
C -1.395 -0.516 -0.492 -0.81
C -0.034 -1.214 0.068 -0.22
C 0.134 -0.356 1.393 -0.80
C 0.171 0.970 0.597 -0.11
C 1.312 0.728 -0.433 -0.70
H -2.058 1.408 0.218 0.27
H -1.128 1.548 -1.247 0.34
H -2.246 -0.914 0.021 0.39
H -1.551 -0.801 -1.535 0.36
H -0.034 -2.262 0.264 0.46
H 1.117 -0.509 1.875 0.34
H -0.707 -0.447 2.128 0.34
H 0.182 1.829 1.201 0.53
H 1.268 1.297 -1.360 0.34
H 2.362 0.993 -0.054 0.22
H 1.005 -0.811 -1.728 0.30
N 1.108 -0.737 -0.668 -0.49
```

## Properties
**SMILES**: C1C[C@@H]2C[C@H]1CN2
**Highest occupied orbital energy**: -8.39 eV
**Gap between HOMO and LUMO**: 9.499 eV
**Net charge**: 0

On energetic grounds, run iv is preferred over the next structure by 1.184 eV.

Run i
DFT (ωB97M-V/def2-TZVPD) results for C6H11N in the gas phase.

Structure (XYZ):
```
18
Properties=species:S:1:pos:R:3:mulliken_charge:R:1
C -2.019 -1.964 1.624 -1.18
C -0.885 -1.840 0.721 -0.05
C -0.764 -0.823 -0.149 -0.23
N 0.241 -0.372 -1.055 -0.24
C 0.487 1.035 -1.304 -0.57
C 2.234 2.562 -0.410 -0.72
C 1.560 1.473 -0.222 -0.09
H -1.771 -2.588 2.472 0.34
H -2.380 -1.015 1.905 0.36
H -2.725 -2.816 1.296 0.26
H -0.032 -2.522 0.624 0.31
H -1.709 -0.248 -0.458 0.21
H 1.030 -0.910 -1.258 0.23
H -0.356 1.658 -0.911 0.25
H 0.532 1.363 -2.399 0.31
H 1.892 3.057 -1.334 0.19
H 2.930 3.089 0.230 0.29
H 1.736 0.861 0.626 0.35
```

## Properties
**SMILES**: C=CCN/C=C/C
**Highest occupied orbital energy**: -7.68 eV
**Gap between HOMO and LUMO**: 8.903 eV
**Net charge**: 0

Run ii
DFT (ωB97M-V/def2-TZVPD) results for C6H11N in the gas phase.

Structure (XYZ):
```
18
Properties=species:S:1:pos:R:3:mulliken_charge:R:1
C 0.743 -1.794 0.237 -1.50
C -1.024 1.856 0.061 -1.16
C -2.026 -0.756 -0.265 -1.32
C 0.267 -0.400 0.263 0.64
C -0.673 0.434 0.082 0.55
C 2.592 0.794 -0.091 -0.28
N 1.594 0.779 0.667 -0.56
H -0.040 -2.472 0.573 0.41
H 1.603 -1.878 0.902 0.40
H 1.063 -2.083 -0.765 0.31
H -2.037 2.033 -0.303 0.36
H -0.331 2.419 -0.563 0.32
H -0.989 2.261 1.072 0.26
H -2.389 -1.144 0.683 0.31
H -1.764 -1.534 -0.977 0.36
H -2.749 -0.097 -0.737 0.42
H 2.709 0.152 -0.983 0.20
H 3.452 1.431 0.145 0.28
```

## Properties
**SMILES**: C=NC(C)=C(C)C
**Highest occupied orbital energy**: -8.17 eV
**Gap between HOMO and LUMO**: 9.161 eV
**Net charge**: 0

On energetic grounds, run i is preferred over the next structure by 0.843 eV.

Run i
DFT (ωB97M-V/def2-TZVPD) results for C6H11N in the gas phase.

Structure (XYZ):
```
18
Properties=species:S:1:pos:R:3:mulliken_charge:R:1
C -0.815 1.556 -1.320 -0.96
C 0.352 0.561 -1.219 -0.80
N 1.057 -0.039 2.405 -0.40
C 1.094 0.434 1.107 -0.19
C 0.460 -0.181 0.091 0.62
C -0.066 -1.534 0.184 -0.72
C -1.301 -1.886 -0.265 -0.69
H -0.632 2.464 -0.750 0.29
H -0.968 1.836 -2.363 0.32
H -1.733 1.071 -0.989 0.27
H 0.377 -0.101 -2.086 0.38
H 1.245 1.179 -1.387 0.35
H 1.616 0.383 3.123 0.20
H 0.786 -0.984 2.622 0.15
H 1.793 1.253 1.031 0.33
H 0.316 -2.162 0.997 0.35
H -1.634 -2.815 -0.707 0.30
H -1.948 -1.034 -0.474 0.19
```

## Properties
**SMILES**: C=C/C(=C\N)CC
**Highest occupied orbital energy**: -7.43 eV
**Gap between HOMO and LUMO**: 8.387 eV
**Net charge**: 0

Run ii
DFT (ωB97M-V/def2-TZVPD) results for C6H11N in the gas phase.

Structure (XYZ):
```
18
Properties=species:S:1:pos:R:3:mulliken_charge:R:1
C -0.636 -1.952 0.556 -1.19
C -0.639 -0.438 0.847 -0.64
C 0.291 0.418 -0.090 1.76
C 0.558 1.908 0.379 -1.66
C -0.327 0.348 -1.514 -1.58
C 1.640 -0.162 -0.093 -0.15
N 2.745 -0.496 -0.029 -0.54
H -1.073 -2.209 -0.416 0.30
H -1.225 -2.489 1.310 0.38
H 0.377 -2.366 0.585 0.33
H -0.358 -0.288 1.894 0.34
H -1.675 -0.080 0.746 0.36
H 1.075 2.033 1.349 0.35
H 1.172 2.501 -0.325 0.39
H -0.438 2.324 0.437 0.40
H 0.160 1.023 -2.220 0.42
H -0.249 -0.666 -1.921 0.38
H -1.398 0.591 -1.495 0.34
```

## Properties
**SMILES**: CCC(C)(C)C#N
**Highest occupied orbital energy**: -11.26 eV
**Gap between HOMO and LUMO**: 12.078 eV
**Net charge**: 0

On energetic grounds, run ii is preferred over the next structure by 1.900 eV.